(1)
Here is a structure of composition C35H33BaN12O9S3 from OMol25. Energies are from wB97M-V/def2-TZVPD.

Geometry as XYZ:
```
93
C35H33BaN12O9S3 | OMol25 | wB97M-V/def2-TZVPD
Ba 1.31 -0.59 -0.33
S 3.67 -2.64 0.59
S 0.70 -3.66 -1.18
S -6.73 4.45 -3.69
O 1.38 -2.67 -2.03
O 4.93 -2.76 1.29
O 2.58 -2.11 1.43
O -5.54 4.44 -4.53
O -0.18 -4.55 -1.89
O -7.99 4.44 -4.41
O 0.07 -2.96 -0.04
O -6.67 5.36 -2.56
O 3.74 -1.87 -0.65
N 1.62 2.35 -0.22
N 2.87 -1.18 -4.29
N -0.16 -1.48 3.25
N 0.62 -0.96 -5.02
N -5.45 2.35 -2.61
N -7.81 2.27 -2.46
N 1.70 -0.59 -4.25
N 1.59 0.34 -3.33
N -0.98 2.02 1.41
N 2.76 0.38 -2.73
N -1.31 0.07 -1.20
N 1.82 1.06 2.43
C 2.43 2.85 0.71
C -1.66 0.80 -2.26
C -1.77 2.75 0.63
C -5.36 1.20 -1.95
C -0.12 2.65 2.20
C -0.03 4.04 2.24
C 2.56 0.26 3.44
C 4.04 -5.30 0.65
C -1.74 4.14 0.59
C -3.63 -0.08 -0.62
C 1.72 4.43 -1.39
C 0.99 -1.75 3.88
C 0.73 1.79 3.10
C 1.45 -3.05 4.06
C 1.73 -6.08 -0.63
C -2.29 -0.38 -0.41
C 2.83 1.96 1.87
C 1.27 3.13 -1.24
C -0.85 4.79 1.42
C 2.61 -7.04 -0.16
C 2.95 4.14 0.63
C -6.67 2.84 -2.84
C 1.98 -4.72 -0.47
C -6.49 0.51 -1.52
C 1.76 -0.58 4.43
C 2.59 4.94 -0.44
C -3.98 0.73 -1.70
C 3.77 -6.65 0.48
C 0.71 -4.11 3.54
C -0.47 -3.83 2.88
C -7.71 1.11 -1.82
C -0.86 -2.50 2.76
C 3.16 -4.32 0.19
C -2.96 1.17 -2.54
C 3.51 -0.56 -3.31
H -2.47 2.21 0.01
H 3.16 0.95 4.05
H 0.49 -0.27 -5.76
H 3.25 -0.39 2.90
H -1.07 -4.61 2.43
H -0.79 5.87 1.42
H 2.98 5.95 -0.52
H -2.42 4.67 -0.06
H -0.85 1.12 -2.90
H 0.83 -6.36 -1.15
H 0.84 -1.87 -5.42
H -6.44 -0.44 -1.01
H 1.39 5.03 -2.24
H 3.60 4.50 1.41
H 3.24 2.61 2.66
H 2.39 -3.22 4.56
H -4.37 -0.45 0.07
H 4.51 -0.82 -2.99
H -1.78 -2.25 2.24
H 1.07 -5.12 3.64
H 3.67 1.33 1.54
H -8.64 0.64 -1.52
H 0.60 2.69 -1.97
H 2.38 -8.09 -0.30
H 4.48 -7.38 0.85
H 4.94 -4.97 1.15
H 2.50 -0.96 5.14
H 1.13 2.40 3.93
H -1.99 -0.97 0.44
H 0.06 1.03 3.51
H -3.20 1.81 -3.38
H 1.08 0.05 5.00
H 0.68 4.51 2.91
```

Calculated values
ΔE to the lowest compared entry with this formula, charge and spin = 3.9 kcal per mole
total charge = -1
M = 999.253 Da
HOMO energy = -5.550 eV
gap between HOMO and LUMO = 7.25 eV

Here are the Löwdin charges for atoms 1 to 8, given in e: 1.888, 0.427, 0.422, 0.384, -0.493, -0.312, -0.500, -0.377

=====

(2)
Here is a structure of composition C35H33Cl5IrN3O2P2 at a distorted geometry from OMol25. Energies are from wB97M-V/def2-TZVPD.

Geometry as XYZ:
```
81
C35H33Cl5IrN3O2P2 | OMol25 | wB97M-V/def2-TZVPD
Ir -0.75 0.03 -0.47
Cl -3.82 4.84 0.56
Cl -1.20 3.33 0.58
Cl -6.42 0.52 -1.27
Cl -3.83 -1.06 -1.35
Cl -6.46 3.47 -0.32
P -1.56 -0.66 1.64
P -1.12 -2.37 -0.81
O 0.65 0.89 1.11
O -1.21 -0.16 -2.63
N 1.31 -0.78 -0.99
N 1.42 2.22 -0.55
N 0.40 1.73 -1.33
C -3.33 -2.64 2.55
C 0.33 -3.39 -0.38
C -4.00 -3.84 2.43
C -3.74 0.59 -0.82
C -2.95 -4.21 0.29
C -2.29 -3.00 0.42
C -3.79 3.22 0.02
C 4.65 -0.01 -0.44
C -4.98 2.61 -0.37
C 1.50 1.74 0.63
C -1.60 -3.04 -2.41
C -1.46 0.81 -3.42
C -0.28 -0.99 2.87
C 3.81 -1.12 -0.46
C 6.00 -0.19 -0.19
C -0.81 2.03 -3.37
C 2.89 1.56 2.68
C -2.47 -2.21 1.54
C 3.96 1.96 3.47
C -2.51 0.60 -4.48
C -2.59 2.50 -0.02
C 0.12 2.42 -2.42
C -2.52 1.17 -0.45
C 6.50 -1.47 0.03
C -2.66 0.51 2.47
C 4.76 3.02 3.07
C -4.95 1.28 -0.79
C 4.30 -2.40 -0.24
C -3.81 -4.63 1.30
C 2.63 2.20 1.47
C 5.65 -2.57 0.01
C 0.84 3.73 -2.61
C 4.50 3.67 1.88
C 2.42 -0.95 -0.77
C 3.44 3.27 1.08
H -3.01 -0.35 -4.32
H -3.47 -2.03 3.44
H -3.63 0.54 1.97
H 3.63 -3.25 -0.25
H 4.24 0.98 -0.61
H 5.59 3.33 3.69
H -2.63 -2.81 -2.64
H 4.15 1.45 4.41
H 5.12 4.50 1.57
H -2.78 0.22 3.52
H -0.74 -1.48 3.73
H 0.00 -4.43 -0.28
H 6.66 0.66 -0.17
H 0.57 4.18 -3.56
H -2.20 1.50 2.42
H 2.26 0.74 2.98
H 7.55 -1.60 0.22
H 0.58 4.41 -1.79
H -3.24 1.41 -4.44
H 1.91 3.57 -2.56
H 3.22 3.78 0.15
H -2.06 0.61 -5.47
H -4.67 -4.17 3.22
H -0.96 -2.58 -3.17
H -2.81 -4.83 -0.58
H 1.07 -3.31 -1.18
H 0.17 -0.04 3.16
H 6.05 -3.56 0.17
H -1.03 2.72 -4.17
H 0.77 -3.05 0.55
H -1.43 -4.12 -2.41
H -4.33 -5.57 1.21
H 0.49 -1.63 2.45
```

Calculated values
ΔE to the lowest compared entry with this formula, charge and spin = 0.0 kcal per mole
total charge = +1
M = 959.098 Da
HOMO energy (spin up / spin down) = -9.656 / -9.666 eV
spin multiplicity = 2
gap between HOMO and LUMO (spin up / spin down) = 6.15 / 6.35 eV

Here are the Löwdin charges for atoms 1 to 8, given in e: 1.185, 0.718, 0.806, 0.710, 0.785, 0.719, 0.848, 0.830

=====

(3)
Here is a structure of composition C35H33F5N8STi at a distorted geometry from OMol25. Energies are from wB97M-V/def2-TZVPD.

Geometry as XYZ:
```
83
C35H33F5N8STi | OMol25 | wB97M-V/def2-TZVPD
Ti -0.55 -0.39 -0.09
S 0.35 2.11 -2.79
F -6.01 -0.52 -0.41
F -3.68 0.24 0.77
F -1.31 -0.76 -3.19
F -6.03 -1.38 -3.03
F -3.65 -1.45 -4.44
N -1.15 -0.61 1.53
N 2.60 0.40 1.81
N 1.31 -1.87 -2.14
N 1.22 2.54 -0.21
N -0.55 -2.28 -0.71
N 0.51 1.31 2.39
N 1.47 -0.54 -0.11
N -1.59 2.36 -0.12
C -0.29 1.72 -4.46
C 1.91 0.26 4.05
C -0.32 1.62 3.37
C -1.87 -4.24 -1.15
C -1.28 -1.39 2.57
C -2.48 -0.72 -2.48
C 1.02 0.57 5.04
C 2.09 1.89 -3.23
C -4.86 -1.03 -2.43
C -0.25 4.24 0.76
C 1.63 0.63 2.70
C -0.56 -3.30 3.92
C 1.12 3.94 0.15
C -2.52 -2.08 4.56
C -0.15 -3.62 -2.67
C -2.34 -1.23 3.50
C 0.20 -2.54 -1.83
C 4.23 -0.92 -2.48
C -0.13 1.29 4.70
C 2.52 0.04 0.55
C -3.63 -0.25 -0.51
C 3.29 -0.67 -1.48
C -4.83 -0.61 -1.09
C 3.68 0.02 -0.30
C -1.19 -4.46 -2.35
C -3.64 -1.07 -3.13
C -1.53 -3.15 -0.38
C -1.41 3.80 -0.13
C -0.37 -2.46 2.85
C -1.64 -3.13 4.78
C 4.98 0.51 -0.16
C 5.51 -0.43 -2.33
C 5.88 0.29 -1.18
C -2.37 -0.28 -1.15
C 1.91 -1.03 -1.30
H 0.10 2.43 -5.18
H 2.35 2.58 -4.04
H 1.26 4.54 -0.75
H 6.89 0.66 -1.10
H 0.75 1.97 0.50
H 0.14 -4.11 4.10
H -1.48 -5.27 -3.01
H 2.19 2.25 -0.24
H -2.34 2.10 -0.75
H -1.80 -3.82 5.61
H -2.32 4.35 0.20
H -0.32 5.32 0.95
H -3.04 -0.42 3.32
H -1.83 2.02 0.81
H -0.33 3.72 1.71
H 2.69 2.11 -2.36
H 0.48 -2.59 2.17
H 1.19 0.26 6.06
H 5.27 1.04 0.73
H 3.95 -1.51 -3.35
H -1.37 1.80 -4.42
H -0.86 1.56 5.45
H -1.20 2.19 3.09
H -2.67 -4.90 -0.83
H 6.25 -0.60 -3.10
H -1.20 4.09 -1.16
H -2.06 -2.92 0.54
H 1.89 4.24 0.89
H -3.36 -1.94 5.23
H 2.82 -0.29 4.24
H -0.01 0.71 -4.72
H 0.45 -3.78 -3.56
H 2.26 0.86 -3.54
```

Calculated values
ΔE to the lowest compared entry with this formula, charge and spin = 42.2 kcal per mole
total charge = -2
M = 740.629 Da
HOMO energy (spin up / spin down) = 0.821 / 0.982 eV
gap between HOMO and LUMO (spin up / spin down) = 3.53 / 3.37 eV

Here are the Löwdin charges for atoms 1 to 8, given in e: 0.964, 0.775, 0.064, 0.032, 0.038, 0.064, 0.067, -0.069

=====

(4)
Here is a structure of composition C35H33FeNO2Te at a distorted geometry from OMol25. Energies are from wB97M-V/def2-TZVPD.

Geometry as XYZ:
```
73
C35H33FeNO2Te | OMol25 | wB97M-V/def2-TZVPD
Te 3.46 -1.41 0.02
Fe 1.25 -0.15 -0.16
O 0.56 0.84 1.14
O 0.96 -0.11 -1.91
N -0.30 -1.59 0.19
C 0.09 -0.44 -4.12
C 2.52 1.01 3.12
C 0.14 0.49 2.44
C -1.95 -2.25 1.76
C -3.70 1.02 -2.15
C -3.36 1.12 3.85
C 5.20 -1.84 1.14
C -2.11 0.55 3.64
C 1.23 -1.10 -4.57
C 0.79 -0.42 -6.83
C -2.73 -2.75 0.74
C 0.14 -1.06 2.52
C -0.36 0.23 -6.40
C 3.10 1.85 5.30
C -0.54 -1.91 -2.22
C 1.17 0.99 3.46
C 3.48 1.44 4.03
C -1.06 1.76 -1.76
C -3.41 2.28 -1.63
C -2.08 2.65 -1.45
C -1.64 2.19 1.96
C -2.68 0.14 -2.47
C -0.74 -1.66 1.46
C 1.58 -1.09 -5.91
C -1.05 -2.05 -0.82
C -1.24 1.08 2.69
C -2.28 -2.64 -0.56
C -3.76 2.22 3.11
C 0.80 1.40 4.74
C -0.71 0.22 -5.05
C -0.22 -0.46 -2.63
C 1.76 1.82 5.65
C -2.89 2.76 2.17
C -1.35 0.50 -2.27
C 4.26 -1.82 -1.89
H -2.93 -0.82 -2.90
H -4.21 2.96 -1.38
H 1.85 -1.63 -3.86
H 1.18 -1.37 2.36
H -0.24 1.41 5.03
H -2.86 -3.02 -1.39
H 0.40 -2.46 -2.32
H 2.48 -1.60 -6.24
H -1.84 3.63 -1.07
H 1.06 -0.40 -7.88
H -1.25 -2.36 -2.92
H 5.97 -1.14 0.83
H 5.46 -2.86 0.90
H 5.21 -1.30 -1.97
H -3.68 -3.21 0.95
H -0.99 0.76 -7.11
H -1.60 0.75 -4.73
H 1.45 2.14 6.64
H 2.83 0.71 2.13
H -0.16 -1.39 3.51
H -1.82 -0.30 4.24
H -4.73 0.73 -2.31
H 4.98 -1.73 2.20
H -4.02 0.69 4.60
H -2.27 -2.32 2.79
H 3.56 -1.44 -2.62
H -3.19 3.63 1.60
H 3.85 2.20 6.00
H 4.53 1.46 3.74
H 4.39 -2.89 -1.99
H -0.03 2.07 -1.64
H -4.73 2.66 3.27
H -0.97 2.61 1.23
```

Calculated values
ΔE to the lowest compared entry with this formula, charge and spin = 9.8 kcal per mole
total charge = +1
M = 683.099 Da
HOMO energy (spin up / spin down) = -11.381 / -11.385 eV
spin multiplicity = 6
gap between HOMO and LUMO (spin up / spin down) = 8.76 / 7.14 eV

Here are the Löwdin charges for atoms 1 to 8, given in e: 1.380, 0.731, -0.253, -0.273, 0.109, -0.140, -0.046, -0.422